This record from the Open Molecules 2025 dataset describes a gas-phase ion, C25H51N3O5P (charge +1) in a non-equilibrium geometry. The level of theory is ωB97M-V with the def2-TZVPD basis set.

## Properties
molar mass	504.673	g/mol
SMILES	C=CC(=O)OCCCCCC[C@H]1OC[C@@H](P(=N)(O)O)[N@H+](CCCCCCCCCCCC)[C@H]1N
highest occupied orbital energy	-10.8227	eV
net charge	+1
energy	-50727.633	eV

```
85
Properties=species:S:1:pos:R:3:forces:R:3:lowdin_charge:R:1
C 10.6777 3.5491 2.9217 -3.22 1.24 0.06 0.004
C 9.2765 4.0963 2.8789 2.93 -1.40 -0.60 -0.052
C 8.0858 3.1824 2.1808 -0.39 -4.95 1.66 -0.254
O 7.8593 1.9783 2.7486 1.20 7.90 -3.82 -0.016
O 7.2733 3.6204 1.0195 2.09 -1.02 1.52 -0.135
C 7.9632 3.3220 -0.2557 1.23 -0.96 -0.52 -0.165
C 8.0734 1.6803 -0.5057 1.35 0.08 0.24 -0.175
C 7.8674 1.2348 -2.0704 0.19 0.19 0.09 -0.219
C 6.3218 1.2953 -2.6138 0.25 0.12 0.32 -0.204
C 5.2913 0.3875 -1.7187 -0.88 0.86 0.73 -0.212
C 4.2670 -0.5584 -2.5779 1.11 -0.47 -0.55 -0.131
C 3.2847 -1.5216 -1.6841 -0.59 0.32 -1.34 -0.236
O 4.0394 -2.7030 -1.2640 -1.89 0.86 0.85 -0.130
C 3.3636 -3.5219 -0.2685 1.14 -1.16 1.34 -0.160
C 1.8181 -3.1765 0.0802 -0.42 -1.72 0.86 -0.217
P 1.5839 -3.6655 1.9532 2.42 -4.30 3.66 0.755
N 2.4355 -5.0426 2.1976 -0.83 2.98 0.43 -0.215
O -0.0752 -3.9778 2.3769 3.03 1.03 0.10 -0.235
O 2.3448 -2.4464 2.9972 -1.61 -1.70 -1.09 -0.263
N 1.3917 -1.7365 -0.0257 -2.06 1.18 -0.49 -0.113
C 0.1244 -1.5392 -0.8845 -3.01 0.33 -1.06 -0.104
C -1.1984 -1.1273 0.0524 -0.42 -0.07 -0.35 -0.151
C -2.5933 -1.8594 -0.4699 -0.65 0.13 0.92 -0.207
C -3.5041 -0.8807 -1.4275 0.12 -0.67 0.43 -0.217
C -4.2202 0.3032 -0.5463 0.42 0.60 -0.18 -0.215
C -5.7372 -0.0874 -0.0241 0.02 -0.06 -0.11 -0.232
C -6.9332 0.8348 -0.6666 -0.76 -0.40 1.32 -0.222
C -8.3703 0.1195 -0.1991 0.14 0.10 -0.65 -0.234
C -9.5324 1.2452 0.1406 -0.24 -0.86 0.40 -0.227
C -10.9987 0.5577 0.5497 0.33 0.35 0.65 -0.226
C -11.9746 1.6845 1.3072 0.00 -0.19 -1.90 -0.243
C -13.0345 2.1905 0.1266 0.11 0.24 -0.30 -0.163
C 2.4848 -0.7724 -0.4693 2.88 1.38 -0.38 -0.243
N 3.3137 -0.3836 0.7296 -1.68 -0.69 -0.73 0.081
H 11.1511 3.0481 1.9746 -1.42 0.11 2.28 0.073
H 11.3528 3.5969 3.9029 -1.41 0.89 -2.60 0.088
H 9.0211 5.1706 3.3169 0.24 -2.96 -0.33 0.122
H 9.0466 3.8034 -0.1604 -2.22 -1.06 -0.50 0.138
H 7.4209 3.7766 -1.1882 0.67 -0.46 2.28 0.128
H 9.2042 1.4109 -0.2338 -2.47 0.37 -0.55 0.123
H 7.4138 1.0870 0.2675 1.12 1.36 -1.66 0.111
H 8.3320 0.1585 -2.2128 -1.07 2.12 0.28 0.121
H 8.5123 1.9735 -2.7257 -1.26 -1.49 1.20 0.120
H 5.9765 2.4238 -2.5222 0.62 -2.36 -0.46 0.113
H 6.3076 0.9581 -3.7391 -0.01 0.75 2.15 0.117
H 4.6174 1.1602 -1.1069 1.52 -1.78 -1.15 0.115
H 5.8730 -0.2416 -0.9124 -1.17 1.08 -1.74 0.119
H 4.9541 -1.2960 -3.2182 -1.65 1.39 1.40 0.143
H 3.6552 0.0603 -3.3953 1.13 -1.26 2.08 0.140
H 2.4448 -1.9137 -2.4373 1.47 0.90 1.54 0.169
H 3.9903 -3.4645 0.7412 -1.35 -0.09 -2.12 0.133
H 3.4019 -4.6722 -0.5853 -0.19 2.68 0.61 0.166
H 1.1369 -3.9439 -0.5076 1.09 2.06 1.13 0.172
H 3.1977 -4.8553 2.9164 -1.16 -0.48 -1.35 0.008
H -0.0139 -4.4404 3.2850 0.01 0.78 -1.91 0.111
H 2.6514 -2.9223 3.8412 -0.77 0.76 -1.80 0.103
H 1.1012 -1.4024 0.9423 0.49 -0.35 -1.51 0.145
H 0.2621 -0.6994 -1.7049 0.12 -1.80 1.90 0.151
H -0.1968 -2.5083 -1.4582 1.11 1.68 1.25 0.136
H -1.0749 -1.4305 1.1758 0.17 0.46 -2.04 0.110
H -1.3605 0.0348 0.0068 0.42 -2.25 0.14 0.117
H -3.2308 -2.0685 0.5141 1.34 0.41 -2.10 0.127
H -2.4033 -2.9245 -0.9463 -0.17 2.26 0.83 0.118
H -2.7974 -0.4761 -2.2697 -1.51 -0.59 1.47 0.110
H -4.3514 -1.5470 -1.8977 1.74 1.37 0.71 0.117
H -4.2668 1.2934 -1.2114 0.01 -2.17 1.48 0.121
H -3.5144 0.5626 0.3797 -1.57 -0.53 -1.93 0.105
H -5.8054 0.0219 1.1552 0.16 -0.29 -2.51 0.121
H -5.9662 -1.2253 -0.2978 0.53 2.39 0.62 0.118
H -6.8806 0.9077 -1.8415 0.02 -0.02 2.45 0.119
H -6.9499 1.9049 -0.1379 0.37 -2.20 -1.46 0.121
H -8.1539 -0.5942 0.7269 -0.61 1.60 -1.90 0.112
H -8.7094 -0.5610 -1.1171 0.51 1.37 2.11 0.121
H -9.2240 1.8731 1.1078 -0.39 -1.22 -2.31 0.117
H -9.6371 1.9298 -0.8102 0.13 -1.14 2.03 0.119
H -11.5651 0.1384 -0.4051 1.34 0.74 2.11 0.108
H -10.7871 -0.3052 1.3340 -0.37 1.60 -1.83 0.109
H -11.2752 2.5865 1.5910 -1.63 -1.76 -0.20 0.096
H -12.5502 1.2302 2.2300 1.29 1.01 -1.91 0.108
H -12.4670 2.8634 -0.6737 -1.10 -1.41 1.79 0.082
H -13.9258 2.8267 0.5426 1.73 -1.24 -0.72 0.069
H -13.4744 1.2766 -0.4915 0.88 1.85 1.55 0.076
H 2.0627 0.2419 -0.9244 0.38 -2.45 1.12 0.192
H 2.6765 0.0675 1.4473 1.32 -0.77 -1.00 0.114
H 3.8482 -1.1766 1.1448 -0.72 0.91 -0.42 0.088
```
Forces are in eV/Å.